Here is a gas-phase ion, C6H9N2O (charge +1) in a non-equilibrium geometry from OMol25. Energies are from ωB97M-V/def2-TZVPD.

Bonds (Å) are listed after each position.
Positions of all 18 atoms, in Å:
1 C 1.600 1.167 1.015  C2 1.566, H10 1.165, H11 0.997, H12 1.181
2 C 0.645 0.742 -0.151  C1 1.566, C3 1.313, N5 1.389
3 C -0.418 1.406 -0.543  C2 1.313, N4 1.326, H13 1.134
4 N -0.720 2.526 0.101  C3 1.326, H14 0.940, H15 1.064
5 N 0.968 -0.455 -0.778  C2 1.389, C6 1.345, H16 1.064
6 C 0.406 -1.659 -0.990  N5 1.345, C7 1.421, H17 1.124
7 C -0.841 -2.085 -0.460  C6 1.421, C8 1.225
8 C -1.704 -2.639 0.211  C7 1.225, O9 1.281
9 O -2.739 -3.148 0.768  C8 1.281, H18 0.953
10 H 1.046 1.231 2.038  C1 1.165
11 H 2.370 0.545 1.131  C1 0.997
12 H 2.108 2.228 0.912  C1 1.181
13 H -0.957 1.311 -1.536  C3 1.134
14 H -0.179 2.629 0.862  N4 0.940
15 H -1.461 3.165 -0.318  N4 1.064
16 H 1.878 -0.418 -1.328  N5 1.064
17 H 0.810 -2.449 -1.681  C6 1.124
18 H -2.812 -4.098 0.749  O9 0.953

The energy relative to the best compared isomer or geometry (same formula, charge and spin) comes out at 3.450 eV. As for the energy: -11384.88102 eV. The net charge is +1. The calculation puts the LUMO energy (alpha / beta) at -4.65 / -4.66 eV. The HOMO-LUMO gap (alpha / beta) comes out at 7.32 / 7.32 eV. Its SMILES is CC(=C\N)/[NH+]=C\C#CO. For the HOMO energy (alpha / beta), the calculation gives -11.974 / -11.973 eV.